8
Properties=species:S:1:pos:R:3:lowdin_charge:R:1 method="wB97M-V/def2-TZVPD" orbital_gap_ha=0.2967 fmax_ev_per_a=5.2 relative_energy_kj_mol=259.6 total_charge=0 multiplicity=1 homo_energy_ev=-8.4 smiles="P[C@@H]1C=P1"
P -0.881 -1.375 -0.070 0.672
C 0.692 -0.092 -0.001 -0.779
C 1.998 0.293 -0.849 -0.440
P 2.468 -0.656 0.421 0.854
H -1.634 -0.332 0.519 -0.147
H -0.657 -1.973 1.188 -0.157
H 0.163 0.545 0.792 0.008
H 2.079 1.208 -1.299 -0.012